# 1
{"formula": "C42H52N8O4S6TeTi", "method": "ωB97M-V with the def2-TZVPD basis set", "total_charge": -2, "de_lowest_kcal_mol": 55.1, "homo_lumo_gap_ev": [3.142, 4.938], "e_homo_ev": [0.45, -1.35], "s2": 2.048, "e_tot_ev": -159930.908, "multiplicity": 3, "lumo_energy_ev": [3.6, 3.6], "species": ["Ti", "O", "C", "C", "C", "C", "C", "C", "C", "O", "N", "N", "C", "C", "C", "C", "C", "C", "C", "O", "H", "H", "H", "H", "H", "H", "H", "H", "H", "H", "C", "N", "C", "C", "N", "C", "C", "C", "C", "C", "C", "N", "C", "N", "C", "C", "N", "C", "C", "N", "C", "C", "H", "H", "H", "H", "H", "H", "H", "H", "H", "H", "H", "H", "H", "H", "H", "H", "H", "H", "H", "H", "H", "H", "H", "H", "H", "H", "H", "H", "Te", "C", "C", "C", "C", "C", "C", "H", "H", "H", "H", "H", "C", "S", "C", "O", "H", "H", "H", "H", "H", "H", "C", "S", "C", "C", "S", "S", "C", "S", "S", "H", "H", "H"], "positions_angstrom": [[-0.365, -0.192, -1.192], [-5.237, 1.427, -0.995], [-4.622, 2.565, -1.342], [-5.336, 3.757, -1.223], [-4.771, 4.970, -1.595], [-3.466, 5.005, -2.076], [-2.738, 3.825, -2.164], [-3.286, 2.595, -1.800], [-2.462, 1.388, -1.845], [-1.135, 1.473, -1.899], [-3.053, 0.216, -1.889], [-2.142, -0.791, -1.909], [-2.567, -2.045, -2.196], [-1.626, -3.044, -2.556], [-2.048, -4.354, -2.878], [-1.195, -5.265, -3.483], [0.104, -4.882, -3.802], [0.557, -3.602, -3.460], [-0.245, -2.697, -2.777], [0.231, -1.515, -2.406], [-4.636, 0.666, -1.217], [-6.350, 3.704, -0.843], [-5.350, 5.883, -1.507], [-3.024, 5.944, -2.389], [-1.716, 3.826, -2.524], [-3.629, -2.222, -2.318], [-3.071, -4.630, -2.640], [-1.551, -6.261, -3.725], [0.781, -5.575, -4.291], [1.578, -3.320, -3.685], [0.724, -0.821, 3.156], [2.049, -0.219, 3.252], [3.037, -1.062, 3.893], [2.433, 0.793, 2.419], [1.795, 1.049, 1.342], [1.889, 2.239, 0.614], [2.038, 3.500, 1.208], [2.108, 4.665, 0.462], [2.038, 4.596, -0.923], [1.859, 3.359, -1.521], [1.751, 2.180, -0.779], [1.507, 0.971, -1.508], [2.412, 0.698, -2.416], [3.779, 0.839, -2.198], [4.280, 0.783, -0.843], [4.542, 1.715, -3.068], [2.134, 0.277, -3.668], [0.825, 0.483, -4.282], [2.939, -0.801, -4.240], [3.517, 1.582, 2.905], [4.845, 1.384, 2.374], [3.469, 2.013, 4.281], [0.191, -0.663, 4.101], [0.804, -1.892, 2.974], [0.178, -0.383, 2.331], [3.133, -2.006, 3.347], [2.726, -1.291, 4.916], [4.012, -0.583, 3.922], [2.078, 3.554, 2.287], [2.195, 5.623, 0.960], [2.106, 5.491, -1.529], [1.753, 3.287, -2.598], [3.625, 0.149, -0.243], [4.338, 1.777, -0.388], [5.282, 0.343, -0.861], [4.056, 1.788, -4.039], [5.554, 1.322, -3.207], [4.616, 2.720, -2.634], [0.151, 0.986, -3.597], [0.377, -0.467, -4.564], [0.951, 1.106, -5.176], [2.617, -0.964, -5.267], [2.797, -1.720, -3.672], [3.999, -0.558, -4.244], [4.788, 0.871, 1.420], [5.475, 0.784, 3.049], [5.348, 2.345, 2.220], [2.433, 2.174, 4.579], [4.004, 2.964, 4.374], [3.922, 1.303, 4.989], [-3.855, -1.717, 1.105], [-5.335, -1.582, 2.618], [-5.297, -2.384, 3.767], [-6.329, -2.366, 4.700], [-7.432, -1.539, 4.517], [-7.474, -0.710, 3.400], [-6.441, -0.731, 2.467], [-4.445, -3.038, 3.917], [-6.271, -3.004, 5.576], [-8.247, -1.540, 5.232], [-8.319, -0.047, 3.250], [-6.487, -0.084, 1.597], [-2.521, 0.827, 2.805], [-2.393, 0.976, 1.014], [-1.560, 2.607, 1.132], [-1.121, 0.169, 0.581], [-1.973, 1.624, 3.310], [-2.155, -0.150, 3.096], [-3.591, 0.886, 3.021], [-2.310, 3.330, 1.467], [-1.208, 2.868, 0.134], [-0.717, 2.549, 1.822], [4.514, -3.595, -0.391], [3.316, -4.646, -1.257], [1.982, -4.699, -0.116], [1.255, -3.666, 0.381], [1.512, -1.977, 0.197], [0.004, -4.196, 1.508], [0.356, -5.872, 1.559], [-0.378, -6.953, 2.583], [1.575, -6.303, 0.445], [5.304, -3.372, -1.111], [4.928, -4.117, 0.473], [4.005, -2.681, -0.084]]}


# 2
{"formula": "C33H59O19P", "method": "ωB97M-V with the def2-TZVPD basis set", "homo_lumo_gap_ev": 8.092, "e_homo_ev": -9.71, "e_tot_ev": -83367.413, "multiplicity": 1, "lumo_energy_ev": -1.6, "smiles": "CCOC1=C(CP(=O)(O)O)C(=O)C(O)=CC1=O.CCOC(C)=O.CCOC(C)=O.CCOC(C)=O.CCOC(C)=O.CCOC(C)=O.CCOC(C)=O", "species": ["C", "C", "O", "C", "C", "C", "P", "O", "O", "O", "C", "O", "C", "O", "C", "C", "O", "H", "H", "H", "H", "H", "H", "H", "H", "H", "H", "H", "O", "C", "O", "C", "C", "C", "H", "H", "H", "H", "H", "H", "H", "H", "O", "C", "O", "C", "C", "C", "H", "H", "H", "H", "H", "H", "H", "H", "O", "C", "O", "C", "C", "C", "H", "H", "H", "H", "H", "H", "H", "H", "O", "C", "O", "C", "C", "C", "H", "H", "H", "H", "H", "H", "H", "H", "O", "C", "O", "C", "C", "C", "H", "H", "H", "H", "H", "H", "H", "H", "O", "C", "O", "C", "C", "C", "H", "H", "H", "H", "H", "H", "H", "H"], "positions_angstrom": [[1.342, 1.447, 0.138], [1.451, 2.663, 1.211], [2.137, 3.743, 0.528], [2.616, 4.723, 1.421], [3.690, 4.564, 2.323], [4.494, 3.193, 2.430], [3.972, 2.390, 4.090], [5.007, 2.635, 5.200], [3.590, 0.743, 3.890], [2.531, 3.169, 4.584], [4.172, 5.755, 3.261], [5.046, 5.496, 4.132], [3.619, 7.226, 3.114], [4.163, 8.318, 3.818], [2.525, 7.410, 2.223], [1.929, 6.177, 1.405], [0.912, 6.416, 0.720], [2.095, 0.638, 0.390], [1.658, 1.873, -0.884], [0.282, 1.065, 0.010], [0.402, 2.916, 1.570], [2.014, 2.236, 2.106], [5.599, 3.453, 2.458], [4.185, 2.506, 1.581], [2.612, 0.664, 3.945], [2.758, 3.947, 5.146], [4.972, 8.037, 4.313], [2.112, 8.468, 2.088], [10.636, 3.303, 9.380], [9.607, 3.223, 8.751], [9.524, 3.763, 7.522], [8.425, 3.555, 6.621], [7.311, 4.546, 6.882], [8.376, 2.610, 9.359], [8.079, 2.519, 6.654], [8.820, 3.716, 5.616], [6.893, 4.426, 7.884], [6.507, 4.421, 6.155], [7.688, 5.570, 6.818], [7.849, 3.369, 9.942], [8.686, 1.800, 10.021], [7.699, 2.168, 8.631], [2.275, -1.014, -1.645], [1.329, -1.598, -2.127], [0.083, -1.150, -1.912], [-1.085, -1.646, -2.593], [-1.646, -2.866, -1.891], [1.519, -2.880, -2.889], [-0.876, -1.829, -3.649], [-1.822, -0.842, -2.561], [-0.935, -3.693, -1.892], [-2.562, -3.200, -2.376], [-1.864, -2.637, -0.845], [1.551, -3.713, -2.184], [2.468, -2.825, -3.424], [0.754, -3.062, -3.640], [-2.746, -5.213, -1.519], [-2.898, -6.000, -0.612], [-2.006, -6.049, 0.391], [-2.194, -6.801, 1.606], [-1.737, -8.234, 1.432], [-4.022, -6.998, -0.633], [-3.218, -6.730, 1.954], [-1.576, -6.317, 2.363], [-2.325, -8.755, 0.672], [-1.825, -8.782, 2.372], [-0.695, -8.265, 1.102], [-3.714, -7.872, -1.212], [-4.884, -6.535, -1.115], [-4.353, -7.308, 0.356], [-3.400, -6.760, 3.846], [-3.671, -5.900, 4.654], [-3.348, -6.067, 5.948], [-3.444, -5.037, 6.944], [-4.837, -4.980, 7.535], [-4.453, -4.681, 4.250], [-3.117, -4.073, 6.546], [-2.732, -5.305, 7.727], [-5.584, -4.725, 6.781], [-4.886, -4.238, 8.334], [-5.118, -5.954, 7.943], [-5.519, -4.913, 4.283], [-4.174, -4.416, 3.229], [-4.247, -3.805, 4.861], [-2.202, -0.771, -5.471], [-2.150, 0.418, -5.685], [-1.564, 1.237, -4.792], [-1.275, 2.621, -5.033], [-2.470, 3.492, -4.703], [-2.817, 1.017, -6.892], [-0.912, 2.776, -6.051], [-0.448, 2.880, -4.368], [-3.326, 3.258, -5.341], [-2.223, 4.548, -4.831], [-2.789, 3.327, -3.671], [-3.869, 1.201, -6.666], [-2.746, 0.304, -7.714], [-2.348, 1.934, -7.242], [-5.906, 2.045, -8.675], [-5.569, 1.468, -9.681], [-4.279, 1.481, -10.071], [-3.742, 0.673, -11.129], [-3.917, 1.349, -12.473], [-6.587, 0.806, -10.569], [-4.166, -0.334, -11.109], [-2.676, 0.563, -10.918], [-4.972, 1.488, -12.719], [-3.452, 0.758, -13.265], [-3.461, 2.342, -12.461], [-7.005, 1.550, -11.250], [-7.384, 0.408, -9.940], [-6.195, -0.035, -11.136]]}


# 3
{"formula": "C5H10NO", "method": "ωB97M-V with the def2-TZVPD basis set", "de_lowest_kcal_mol": 54.1, "homo_lumo_gap_ev": [10.879, 7.887], "e_homo_ev": [-9.82, -9.62], "s2": 0.756, "e_tot_ev": -8879.973, "multiplicity": 2, "lumo_energy_ev": [1.1, -1.7], "species": ["C", "O", "C", "C", "C", "C", "N", "H", "H", "H", "H", "H", "H", "H", "H", "H", "H"], "positions_angstrom": [[-1.718, -0.169, -1.794], [-1.974, -0.968, -2.760], [-0.103, 0.003, -1.311], [0.001, 0.618, 0.085], [1.370, 0.158, 0.689], [1.204, -0.180, 3.096], [1.463, 0.689, 2.158], [-2.027, 0.857, -2.113], [-2.158, -0.405, -0.716], [0.472, 0.693, -2.003], [0.161, -1.069, -1.293], [-0.850, 0.173, 0.590], [-0.329, 1.747, 0.270], [2.184, 0.572, 0.171], [1.170, -0.979, 0.692], [1.120, -1.253, 2.675], [1.289, 0.009, 4.110]]}